Computed, not measured: the molecule C5H6N2 in a non-equilibrium geometry, with ωB97M-V with the def2-TZVPD basis set.

Cartesian coordinates (Å):
N 0.0989 0.6286 2.7769
C -0.1003 0.9904 1.6967
C -1.0479 -1.0958 -0.0085
C -0.7070 0.2075 -0.5718
C -0.3480 1.4054 0.3139
C 1.4106 -1.2205 -0.7503
N 0.1725 -0.9460 -0.4634
H -1.7644 -1.8952 0.0477
H -0.9384 0.5018 -1.6046
H 0.5485 1.9056 -0.0719
H -1.1534 2.1473 0.3010
H 2.0357 -0.4219 -1.1231
H 1.7932 -2.2071 -0.5426

* Kohn-Sham gap: 8.38 eV
* highest occupied orbital energy: -7.531 eV